Density functional theory data (ωB97M-V/def2-TZVPD) for a molecular structure, C28H42BrGe2InN4OS.

```
80
Properties=species:S:1:pos:R:3:forces:R:3
C -3.173607 -6.022560 1.193548 0.0 -0.1 0.0
C 0.114270 0.762927 4.338953 0.0 0.0 -0.1
H -2.957365 -6.861365 0.547928 0.0 0.0 0.0
C 1.810061 0.625150 -0.657793 -0.1 0.0 -0.6
C 3.777082 3.009801 -4.786618 0.1 0.0 -0.1
Ge 0.864817 0.616813 -2.403878 -0.2 -0.3 0.5
H 3.748404 -2.214322 4.703177 0.0 -0.1 0.0
N -2.854739 -3.713088 1.721404 0.2 0.3 0.1
H -0.850960 0.396201 3.998978 0.0 0.0 0.0
C 2.038294 -0.237989 5.591684 0.1 -0.1 0.1
C 2.460607 -1.351704 -3.980108 -0.1 0.0 0.1
H -0.029609 1.285350 5.281707 0.0 0.0 0.0
H 1.199424 1.177972 0.059439 -0.1 0.0 0.0
H -2.848086 4.470534 0.965364 0.0 0.0 0.0
C 2.771456 5.147906 -4.362724 0.0 0.1 0.0
C -4.543687 2.681882 -3.446035 0.1 0.0 0.0
C -2.741649 4.103883 -0.054327 0.0 -0.1 -0.1
H -4.947511 -5.131874 3.935292 0.0 0.0 0.0
H 2.817018 -3.552832 5.383447 0.0 0.0 -0.1
H -1.992402 4.714955 -0.559933 0.0 0.1 0.1
H 1.670494 0.444329 6.355518 0.0 0.0 0.0
H 2.815616 6.227686 -4.410100 0.0 0.0 0.0
H 1.382986 -1.996338 6.624556 0.0 0.0 0.0
H 2.647431 1.306443 -4.148915 0.1 0.0 -0.1
C -1.628808 -0.798567 -1.836914 0.1 0.3 -0.1
H 3.143636 2.293794 -1.075611 0.0 0.0 0.0
H -5.522101 2.386341 -3.821211 0.0 0.1 0.0
H 2.821568 -3.849271 2.755993 0.0 0.0 0.0
H 2.551418 -2.393141 -4.286424 0.0 0.0 0.0
S -2.335214 -2.175053 -1.855663 -0.1 -0.2 0.0
H -1.932664 -4.630902 0.128692 0.0 -0.1 0.0
H -3.647317 0.704839 -3.541631 0.0 0.0 0.0
In -1.789505 -1.282292 1.513038 0.0 -0.2 0.3
C 2.300983 -1.613850 6.174676 0.0 0.1 -0.2
C 1.072543 -1.101094 -3.393250 0.1 0.8 0.1
H 0.839626 -1.844249 -2.625671 0.0 0.0 0.0
H -4.691076 3.491964 -2.730588 -0.1 0.0 0.0
H -4.471039 1.047536 -2.014400 0.0 0.0 0.0
H -3.963015 3.069250 -4.283058 0.0 0.0 0.0
C -4.026306 -6.161804 2.280461 -0.1 -0.1 0.1
H 1.867044 -0.413211 -0.322707 0.0 0.0 0.0
C -3.846963 1.478931 -2.799447 0.5 0.3 0.2
Br -4.816941 -7.824815 2.666172 0.1 0.2 -0.1
H 2.632643 -0.733812 -4.860440 0.1 0.0 0.0
Ge -2.150868 2.016801 -1.937137 -0.1 -0.2 0.4
H 1.360137 -4.474512 3.544798 0.0 0.0 0.0
H 0.496790 1.472283 3.599250 0.0 0.0 0.0
C 0.945355 -1.440873 3.755858 0.0 0.1 -0.1
C 0.471657 2.438802 -3.097641 0.0 -0.6 0.1
C 3.205545 1.247833 -0.773698 -0.1 0.0 0.0
N 1.811537 -2.455581 3.931745 -0.1 0.0 0.0
C -0.746754 2.950280 -2.905638 -0.4 -0.2 0.2
H -3.694805 4.254329 -0.563402 0.0 0.1 0.0
H 3.246521 -1.149174 -3.250829 0.1 0.0 0.0
H 3.069781 -1.566095 6.943416 0.0 0.0 0.0
O 0.074285 -1.495695 2.835429 -0.1 -0.1 -0.1
C 1.798851 -3.607674 3.046113 -0.1 0.0 0.0
C -4.288873 -5.059208 3.082159 0.0 -0.1 0.0
H 4.687194 4.881353 -5.297380 0.0 0.0 0.0
H 3.814462 0.722946 -1.510957 0.1 0.0 0.0
H 2.964837 0.176976 5.181822 0.0 0.1 0.0
H -3.870346 -2.974900 3.355819 0.0 0.0 0.0
H 1.219265 -3.380909 2.158492 0.0 0.0 0.0
N 1.026562 -0.347038 4.543650 -0.1 -0.2 0.1
H 4.588312 2.414289 -5.183482 0.0 0.0 0.0
C -3.679963 -3.862043 2.760088 0.0 0.1 0.0
C 3.826547 4.393863 -4.860828 0.0 -0.1 0.0
H 0.859822 5.130170 -3.407990 0.0 0.0 0.0
C -2.340280 2.621790 -0.059199 0.0 0.0 -0.5
C 2.683769 2.393366 -4.205922 -0.2 0.0 0.1
H -3.107955 2.019187 0.429205 0.0 -0.1 0.0
H 0.300621 -1.150800 -4.162040 0.0 0.0 0.0
C -2.609973 -4.782873 0.961492 0.0 0.0 0.0
N -1.081234 0.289447 -1.811709 0.0 0.1 -0.2
H -1.397633 2.477576 0.472528 0.0 -0.1 -0.1
H 3.727733 1.204409 0.181637 0.0 0.0 0.0
C 1.607916 3.135948 -3.713584 0.3 0.1 -0.1
C 2.754734 -2.517834 5.046650 0.0 0.1 0.2
H -0.980159 3.953979 -3.250899 0.1 0.0 0.0
C 1.669751 4.529228 -3.800397 -0.1 -0.1 0.0
```
Positions in Å, forces in eV/Å.

Results
HOMO energy, Eh: -0.49031
Lowest unoccupied orbital energy, eV: -5.449
ΔE to the lowest compared entry with this formula, charge and spin, kJ/mol: 0.00
Net charge: +2